Entry 1:
Entry from the Open Molecules 2025 dataset: a molecular structure, C30H25BrF6IN8O11Yb (ωB97M-V/def2-TZVPD).

As for the HOMO-LUMO gap: 0.2384 Ha. As for the lowest unoccupied orbital energy: 3.05 eV. The net charge is -2. Its spin multiplicity is 2. As for the expectation value of S²: 0.75. The energy relative to the best compared isomer or geometry (same formula, charge and spin) comes out at 0.0 kJ/mol.

Positions of all 83 atoms, in Å:
Yb1 0.21620 -0.30209 0.35454
I1 -8.73055 0.37571 1.97240
Br1 1.44094 -1.12445 -6.85154
F1 2.63115 1.56648 3.09911
F2 1.12976 -1.70756 5.07725
F3 1.17618 2.50220 4.36008
F4 2.04722 0.12619 5.73503
F5 0.70907 2.10763 2.29138
F6 2.83110 -0.92959 4.03251
O1 1.50275 1.40537 -0.10619
O2 -2.08879 -0.93292 0.40562
O3 2.65001 2.73977 -1.46881
O4 -4.29811 2.58889 -2.45516
O5 0.02001 6.87868 -2.37801
O6 -2.08816 6.74065 -2.76830
O7 0.62177 -0.50449 2.53626
O8 -1.63954 1.03520 1.29933
O9 -0.77723 0.80569 -1.46774
O10 -3.22338 0.75089 -2.22426
O11 2.19339 -1.40342 -0.02203
N1 3.69223 -4.74865 -0.00852
N2 -1.01795 6.23109 -2.44675
N3 6.47106 -2.06689 1.87107
N4 3.79212 -0.03433 0.80189
N5 1.68547 -0.14086 -2.86999
N6 -3.25397 1.97007 -2.25358
N7 -0.13961 -2.77964 1.31483
N8 -0.15006 -2.17455 -1.42051
C1 4.19905 -2.37888 0.76709
C2 -3.92511 0.31520 1.16098
C3 3.47503 -0.46800 -4.96071
C4 5.43439 -2.20348 1.37623
C5 0.52622 -3.45882 -1.55658
C6 1.31933 1.59087 3.36752
C7 -2.12177 4.08016 -2.28529
C8 0.71907 0.18532 3.67180
C9 -2.07180 2.71247 -2.06160
C10 -2.43735 0.14895 0.93197
C11 -4.43388 0.97934 2.26876
C12 1.60320 2.30938 -0.99033
C13 0.28745 2.91901 -1.47276
C14 1.69543 -0.56992 4.62513
C15 -6.16182 -0.26158 0.47734
C16 1.24632 -0.42976 -4.08138
C17 3.91612 -0.13083 -3.69435
C18 -6.64062 0.37415 1.60503
C19 2.98337 0.00493 -2.67221
C20 2.11221 -0.62170 -5.14256
C21 -0.98077 4.85602 -2.15954
C22 -5.80015 1.00187 2.50154
C23 0.22997 4.24733 -1.75717
C24 -0.85487 2.04224 -1.63699
C25 -0.61309 0.39973 4.43047
C26 0.09327 -4.44392 -0.47340
C27 -4.79664 -0.29593 0.26642
C28 3.89774 -3.66759 0.35258
C29 0.52492 -4.01208 0.92367
C30 3.32199 -1.28181 0.52757
H1 0.31693 -4.84052 1.62711
H2 1.60010 -3.28869 -1.46551
H3 1.60008 -3.83337 0.92250
H4 -3.05670 4.53817 -2.57680
H5 -1.04654 -0.57459 4.64409
H6 1.12956 4.84042 -1.67503
H7 -0.44931 0.94270 5.35945
H8 -6.19923 1.49575 3.37549
H9 -6.83464 -0.73340 -0.22085
H10 -1.15492 -2.27702 -1.54358
H11 0.17895 -2.48466 2.23616
H12 0.20053 -1.51895 -2.11307
H13 4.55058 0.09299 1.45030
H14 -3.75297 1.47061 2.94915
H15 4.96466 0.02607 -3.50437
H16 3.12143 0.72088 0.67370
H17 -4.37804 -0.78162 -0.59938
H18 0.33024 -3.92723 -2.53903
H19 -1.14793 -2.91490 1.35199
H20 0.54273 -5.41714 -0.68262
H21 0.17298 -0.50008 -4.20342
H22 4.15162 -0.60693 -5.79092
H23 -1.27785 0.95485 3.77211
H24 -0.99565 -4.54826 -0.50050
H25 3.28308 0.24722 -1.66610

Entry 2:
Entry from the Open Molecules 2025 dataset: a molecular structure, C19H36N5O2OsPS6 (ωB97M-V/def2-TZVPD).

As for the HOMO-LUMO gap (alpha / beta): 0.2125 / 0.1723 Ha. As for the lowest unoccupied orbital energy (alpha / beta): -6.50 / -8.70 eV. The net charge is +2. Its spin multiplicity is 5. As for the expectation value of S²: 6.04. The energy relative to the best compared isomer or geometry (same formula, charge and spin) comes out at 74.9 kJ/mol.

Positions of all 70 atoms, in Å:
Os1 -0.91545 -0.76252 0.35665
S1 -0.29388 -2.76984 -0.98402
S2 3.99830 -1.77310 1.27760
S3 0.94628 -0.61451 1.96075
S4 -3.59154 -1.33422 -0.92985
S5 -4.05963 -0.39947 3.94261
S6 -2.21500 -1.84966 2.00796
P1 2.83812 -0.12028 1.37632
O1 2.71233 0.54963 -0.04077
O2 3.40481 0.98699 2.31615
N1 -4.66280 0.51160 -2.45066
N2 -2.06300 0.79422 0.95325
N3 -0.65820 0.57723 -1.22776
N4 -3.77301 -1.28093 -3.60514
N5 -2.87347 0.75762 1.99914
C1 -1.14048 1.81707 -0.92802
C2 -3.01589 -0.40790 2.58007
C3 -0.27039 2.69414 -2.97989
C4 -3.11551 -2.57018 -3.75217
C5 -4.02574 -0.66059 -2.45262
C6 -5.25370 1.22423 -3.57666
C7 -4.21020 -2.14988 4.36728
C8 0.19227 1.41736 -3.29104
C9 2.94983 2.96350 -0.22840
C10 5.00403 1.48538 -0.35117
C11 -0.66277 -4.24263 -0.00824
C12 -1.90554 1.90432 0.28260
C13 -0.94489 2.89308 -1.79306
C14 3.54072 1.04455 3.78747
C15 1.48874 -2.96440 -1.17920
C16 4.63319 2.05809 4.05442
C17 3.52328 1.62428 -0.64804
C18 -0.02135 0.39562 -2.39128
C19 3.83259 -0.30772 4.40211
H1 5.56287 2.15718 -1.00105
H2 0.71077 1.22323 -4.21878
H3 1.87971 3.00866 -0.43615
H4 -1.70338 -4.18261 0.30311
H5 -3.24166 -2.64049 4.34054
H6 -4.61126 -2.18506 5.37688
H7 -2.04796 -2.44573 -3.94150
H8 1.66573 -3.89572 -1.71403
H9 4.67024 2.27790 5.12065
H10 -4.90659 -2.62830 3.68301
H11 5.60442 1.66760 3.74860
H12 -3.24755 -3.15451 -2.84841
H13 5.22736 1.75188 0.68037
H14 3.35165 1.45905 -1.71200
H15 3.06276 -1.03636 4.14240
H16 1.98469 -2.98495 -0.21434
H17 3.10468 3.12091 0.83851
H18 -4.08919 -0.85335 -4.46002
H19 -4.73565 2.16906 -3.74415
H20 -5.20754 0.63783 -4.48963
H21 -3.56206 -3.10231 -4.58948
H22 0.30599 -0.61115 -2.61022
H23 -0.01417 -4.28940 0.86416
H24 4.44104 2.98862 3.52114
H25 3.84327 -0.20540 5.48616
H26 -0.52323 -5.11423 -0.64419
H27 3.44750 3.76575 -0.77246
H28 -6.30147 1.43483 -3.36949
H29 5.34691 0.46689 -0.54543
H30 -1.32877 3.86560 -1.51557
H31 -4.84051 0.89824 -1.53977
H32 -0.11262 3.51543 -3.66585
H33 2.58416 1.42325 4.15086
H34 1.86640 -2.12949 -1.76617
H35 4.80584 -0.68134 4.08323
H36 -2.38443 2.81744 0.61268

What are the largest force on an atom values for these records? In order: 1.6, 1.7 eV/A.
What are the E values for these records? In order: -7053.8167, -3990.5336 a.u..